Formula: C24H30IrP3
Source: the Open Molecules 2025 dataset
Level of theory: ωB97M-V/def2-TZVPD

Each line ends with the Löwdin charge.
Element x y z (Å)
Ir 0.08 -0.15 0.02  0.7666
C -1.24 -2.45 -2.33  -0.2353
P -0.03 -2.26 -0.99  0.6755
C -0.24 -3.74 0.04  -0.2342
C 1.62 -2.42 -1.81  -0.3876
C 2.74 -1.83 -0.95  -0.3912
P 2.38 -0.08 -0.47  0.6591
C 2.83 0.93 -1.91  -0.2355
C 3.61 0.31 0.80  -0.2467
H -1.08 -3.38 -2.88  0.0652
H -1.16 -1.61 -3.02  0.0510
H -2.24 -2.46 -1.91  0.0545
H -0.11 -4.64 -0.55  0.0642
H -1.24 -3.73 0.47  0.0429
H 0.48 -3.73 0.86  0.0470
H 1.54 -1.88 -2.75  0.0856
H 1.83 -3.46 -2.05  0.1012
H 3.69 -1.87 -1.48  0.1017
H 2.86 -2.39 -0.02  0.0870
H 3.89 0.82 -2.15  0.0649
H 2.63 1.98 -1.69  0.0533
H 2.24 0.65 -2.78  0.0479
H 4.61 0.03 0.47  0.0634
H 3.38 -0.22 1.72  0.0455
H 3.60 1.38 0.99  0.0517
C -0.20 2.52 5.72  0.0818
C -0.95 1.30 5.95  -0.0036
C -1.21 0.47 4.97  -0.0450
C -0.72 0.81 3.69  -0.2392
C 0.04 2.03 3.45  -0.0375
C 0.29 2.86 4.46  -0.0365
P -1.02 -0.14 2.21  0.9531
C -2.00 -1.56 2.71  -0.4035
C -3.36 -1.66 2.43  -0.0668
C -4.05 -2.80 2.80  -0.0496
C -3.39 -3.84 3.45  -0.0439
C -2.03 -3.74 3.73  -0.0584
C -1.33 -2.60 3.35  -0.1237
C -2.01 1.13 1.32  -0.4219
C -3.08 1.91 1.75  -0.0634
C -3.66 2.76 0.83  -0.0496
C -3.17 2.85 -0.47  -0.0377
C -2.07 2.09 -0.88  -0.0829
C -1.47 1.23 0.03  -0.3635
H -0.03 3.16 6.57  0.1352
H -1.31 1.08 6.95  0.1373
H -1.78 -0.43 5.15  0.1282
H 0.40 2.25 2.45  0.1151
H 0.85 3.77 4.28  0.1358
H -3.88 -0.86 1.92  0.1075
H -5.10 -2.89 2.58  0.1192
H -3.93 -4.72 3.75  0.1198
H -1.51 -4.54 4.24  0.1182
H -0.27 -2.53 3.55  0.1120
H -3.47 1.82 2.76  0.1201
H -4.50 3.38 1.13  0.1201
H -3.64 3.53 -1.16  0.1210
H -1.70 2.19 -1.89  0.1039

Properties
- Charge: +2
- Kohn-Sham gap (spin up / spin down): 6.44 / 4.78 eV
- M: 603.6 u
- Calculated total energy: -2060.29912 Ha
- Highest occupied orbital energy (spin up / spin down): -12.6968 / -14.7093 eV
- Expectation value of S²: 6.0239
- Spin multiplicity: 5

Formula: C42H39CdN6P2S
Source: the Open Molecules 2025 dataset
Level of theory: ωB97M-V/def2-TZVPD

Each line ends with the Löwdin charge.
Element x y z (Å)
Cd 12.81 12.61 11.65  1.1961
C 14.12 11.01 14.89  -0.0140
C 12.68 11.43 14.93  -0.3291
C 12.13 11.57 16.18  -0.0268
C 10.98 12.31 16.27  -0.0349
C 10.19 12.62 15.16  -0.0019
C 10.70 12.18 13.91  -0.2131
N 11.99 11.72 13.82  0.0687
C 9.81 12.10 12.70  -0.2289
C 8.47 11.77 12.94  -0.0054
C 7.66 11.55 11.86  -0.0421
C 8.10 11.82 10.59  -0.0025
C 9.43 12.27 10.41  -0.2211
N 10.28 12.36 11.49  0.1056
C 9.84 12.73 9.12  -0.2325
C 8.86 13.28 8.25  -0.0122
C 9.19 13.62 6.97  -0.0526
C 10.47 13.38 6.52  -0.0035
C 11.41 12.86 7.44  -0.3376
C 12.80 12.73 6.92  -0.0264
N 11.14 12.65 8.71  0.1247
H 14.34 10.39 15.84  0.1210
H 14.37 10.45 13.99  0.0404
H 14.76 11.86 14.97  0.0592
H 12.63 11.16 17.05  0.1249
H 10.57 12.39 17.29  0.1281
H 9.27 13.23 15.22  0.1304
H 8.15 11.46 13.95  0.1320
H 6.63 11.19 11.97  0.1264
H 7.37 11.67 9.76  0.1330
H 7.90 13.62 8.66  0.1253
H 8.45 14.05 6.32  0.1181
H 10.80 13.44 5.49  0.1198
H 12.80 12.15 5.99  0.0937
H 13.13 13.78 6.73  0.1042
H 13.45 12.24 7.65  0.0515
N 14.98 10.88 9.98  -0.4341
P 15.55 12.42 10.50  0.8938
C 16.92 11.85 11.52  -0.3942
C 17.94 11.09 10.97  -0.1067
C 18.93 10.50 11.77  -0.0838
C 18.96 10.85 13.09  -0.0867
C 18.04 11.73 13.69  -0.0600
C 16.99 12.21 12.91  -0.0949
C 16.38 13.07 9.01  -0.3764
C 16.34 12.32 7.82  -0.1169
C 17.07 12.82 6.73  -0.0776
C 17.65 14.08 6.84  -0.0818
C 17.72 14.80 8.04  -0.0685
C 17.09 14.29 9.15  -0.0919
P 13.48 10.24 10.58  0.8937
C 13.90 8.92 11.77  -0.3652
C 15.22 8.74 12.32  -0.0874
C 15.54 7.57 13.00  -0.0483
C 14.49 6.65 13.30  -0.0600
C 13.25 6.82 12.71  -0.0783
C 12.96 7.94 11.95  -0.1167
C 12.94 9.28 9.17  -0.3739
C 11.56 9.31 8.89  -0.1253
C 11.05 8.59 7.83  -0.0729
C 11.91 7.89 6.97  -0.0672
C 13.25 7.78 7.29  -0.0872
C 13.78 8.44 8.38  -0.0738
H 15.68 10.19 9.70  0.0541
H 18.06 10.99 9.87  0.1143
H 19.69 9.80 11.37  0.1207
H 19.76 10.44 13.72  0.1113
H 18.08 12.00 14.74  0.1138
H 16.31 12.98 13.28  0.0795
H 15.79 11.37 7.70  0.0920
H 17.05 12.30 5.77  0.1123
H 18.05 14.49 5.92  0.1039
H 18.25 15.76 8.13  0.1167
H 17.06 14.81 10.10  0.1059
H 15.91 9.52 12.23  0.0567
H 16.57 7.38 13.29  0.1062
H 14.71 5.74 13.91  0.1220
H 12.49 6.06 12.81  0.1041
H 11.96 8.09 11.59  0.1026
H 10.92 9.97 9.47  0.0794
H 9.98 8.63 7.66  0.1051
H 11.45 7.44 6.08  0.1191
H 13.91 7.07 6.75  0.1236
H 14.80 8.21 8.72  0.1156
N 12.52 14.64 10.63  -0.0168
H 11.84 14.47 9.88  0.0158
H 13.29 15.19 10.31  0.0410
H 12.08 15.11 11.40  0.0186
S 14.85 15.91 15.15  0.4195
C 14.14 14.91 14.01  -1.0010
N 13.80 14.11 13.20  -0.1127

Properties
- Charge: +1
- Kohn-Sham gap: 6.34 eV
- M: 834.2 u
- Calculated total energy: -3200.92086 Ha
- Highest occupied orbital energy: -9.4139 eV
- Energy above the lowest of the compared OMol25 structures with the same formula, charge and spin: 0.0000 eV

Formula: C2H7NO2S
Source: the Open Molecules 2025 dataset
Level of theory: ωB97M-V/def2-TZVPD

Each line ends with the Löwdin charge.
Element x y z (Å)
C 1.42 0.22 -0.83  -0.1529
C 0.27 1.21 -0.84  -0.4803
N -1.52 -1.77 1.09  -0.2011
O -0.68 0.34 2.41  -0.4783
O -0.99 0.67 -0.77  -0.2828
S -1.65 -0.14 1.48  0.9620
H 1.26 -0.42 -1.74  0.0705
H 2.46 0.74 -1.04  0.0948
H 1.59 -0.31 0.22  0.0958
H 0.37 1.84 -1.85  0.1439
H 0.44 1.95 0.07  0.1255
H -1.06 -2.39 1.67  0.0235
H -1.91 -1.94 0.14  0.0794

Properties
- Charge: 0
- Kohn-Sham gap (spin up / spin down): 7.04 / 8.82 eV
- M: 109.1 u
- Calculated total energy: -683.68649 Ha
- Highest occupied orbital energy (spin up / spin down): -8.1370 / -9.4855 eV
- Energy above the lowest of the compared OMol25 structures with the same formula, charge and spin: 4.3358 eV